(1)
Here is one molecule with the formula C4H3NO in a non-equilibrium geometry from the OMol25 dataset. Energies are from ωB97M-V/def2-TZVPD.

Output
total energy	-284.0383	Eh
highest occupied orbital energy	-11.242	eV
energy above the lowest of the compared OMol25 structures with the same formula, charge and spin	353.86	kJ/mol
gap between HOMO and LUMO	10.23	eV

Geometry (Å):
1 C 1.42 -0.26 0.16
2 C -0.47 1.74 0.16
3 C -0.04 -0.42 -0.09
4 O -0.70 -0.98 1.00
5 H -0.65 -0.37 1.75
6 C -0.73 0.85 -0.73
7 N 2.56 -0.21 0.34
8 H -1.28 0.75 -1.66
9 H -0.13 -1.15 -0.90

---

(2)
Here is one molecule with the formula C4H3NO in a non-equilibrium geometry from the OMol25 dataset. Energies are from ωB97M-V/def2-TZVPD.

Output
total energy	-284.0758	Eh
highest occupied orbital energy	-7.967	eV
energy above the lowest of the compared OMol25 structures with the same formula, charge and spin	255.46	kJ/mol
gap between HOMO and LUMO	8.54	eV

Geometry (Å):
1 C 0.23 0.58 -0.11
2 C -1.12 0.36 0.09
3 N -0.45 1.49 -0.64
4 H 2.20 0.60 -0.21
5 H 1.57 -0.42 1.06
6 H 1.32 -0.99 -0.56
7 O -3.04 -1.11 0.25
8 C -2.17 -0.40 0.08
9 C 1.47 -0.10 0.05

---

(3)
Here is one molecule with the formula C4H3NO in a non-equilibrium geometry from the OMol25 dataset. Energies are from ωB97M-V/def2-TZVPD.

Output
total energy	-284.1045	Eh
highest occupied orbital energy	-10.504	eV
energy above the lowest of the compared OMol25 structures with the same formula, charge and spin	180.12	kJ/mol
gap between HOMO and LUMO	9.17	eV

Geometry (Å):
1 H -1.15 1.52 -0.10
2 O -0.74 -1.63 0.10
3 N 2.72 -1.00 -0.14
4 C -0.61 0.47 -0.14
5 C 1.76 -0.33 0.10
6 H 1.30 1.48 0.32
7 H -2.57 -0.40 -0.22
8 C -1.41 -0.66 -0.02
9 C 0.70 0.55 0.11

---

(4)
Here is a 2-piece molecular cluster, C4H3NO overall in a non-equilibrium geometry from the OMol25 dataset. Energies are from ωB97M-V/def2-TZVPD.

Output
total energy	-283.9995	Eh
spin multiplicity	3
expectation value of S²	2.018
highest occupied orbital energy (spin up / spin down)	-7.895 / -11.138	eV
energy above the lowest of the compared OMol25 structures with the same formula, charge and spin	141.37	kJ/mol
gap between HOMO and LUMO (spin up / spin down)	8.59 / 9.58	eV

Geometry (Å):
1 H -0.43 1.13 1.31
2 C -0.70 -0.80 1.17
3 C 0.55 1.41 -0.99
4 H 0.09 2.35 -1.04
5 N -0.63 0.25 1.80
6 C -0.67 -1.51 0.06
7 O -0.76 -2.52 -0.53
8 C 1.02 0.31 -0.90
9 H 1.53 -0.61 -0.89

---

(5)
Here is one molecule with the formula C4H3NO2 in a non-equilibrium geometry from the OMol25 dataset. Energies are from ωB97M-V/def2-TZVPD.

Output
total energy	-359.3519	Eh
highest occupied orbital energy	-10.242	eV
energy above the lowest of the compared OMol25 structures with the same formula, charge and spin	311.02	kJ/mol
gap between HOMO and LUMO	9.87	eV

Geometry (Å):
1 C 1.88 -0.39 -0.21
2 C -0.30 0.17 -0.14
3 H -1.07 2.23 0.53
4 C -1.20 1.11 0.33
5 H -2.37 0.76 0.52
6 O 1.67 -1.31 0.58
7 C -0.80 -1.08 -0.30
8 O 1.01 0.48 -0.54
9 N -1.70 -1.94 -0.22
10 H 2.87 -0.03 -0.55

---

(6)
Here is one molecule with the formula C4H3NO2 in a non-equilibrium geometry from the OMol25 dataset. Energies are from ωB97M-V/def2-TZVPD.

Output
total energy	-359.3556	Eh
highest occupied orbital energy	-9.483	eV
energy above the lowest of the compared OMol25 structures with the same formula, charge and spin	301.38	kJ/mol
gap between HOMO and LUMO	9.25	eV

Geometry (Å):
1 C 1.33 0.09 0.09
2 C 0.35 -0.96 -0.06
3 N 0.72 1.25 -0.08
4 O -1.43 0.35 0.16
5 H -1.77 -1.71 -0.34
6 H 0.70 -1.91 0.33
7 C -1.10 -0.88 -0.07
8 H -0.88 2.42 0.01
9 C -0.49 1.36 -0.05
10 O 2.58 -0.01 0.02

---

(7)
Here is one molecule with the formula C4H3NO2 from the OMol25 dataset. Energies are from ωB97M-V/def2-TZVPD.

Output
total energy	-359.3673	Eh
highest occupied orbital energy	-8.416	eV
energy above the lowest of the compared OMol25 structures with the same formula, charge and spin	270.45	kJ/mol
gap between HOMO and LUMO	8.91	eV

Geometry (Å):
1 C -0.32 0.16 1.00
2 O -0.81 -0.86 0.19
3 H -0.48 -0.02 -1.65
4 O -1.98 1.84 1.76
5 C 1.27 -0.11 -0.37
6 C 0.01 -0.72 -0.96
7 H 2.24 -0.09 -0.85
8 N 1.05 0.44 0.76
9 C -1.18 1.10 1.36
10 H 0.15 -1.69 -1.44

---

(8)
Here is one molecule with the formula C4H3NO2 in a non-equilibrium geometry from the OMol25 dataset. Energies are from ωB97M-V/def2-TZVPD.

Output
total energy	-359.3475	Eh
highest occupied orbital energy	-10.631	eV
energy above the lowest of the compared OMol25 structures with the same formula, charge and spin	322.50	kJ/mol
gap between HOMO and LUMO	10.56	eV

Geometry (Å):
1 O -1.12 0.58 1.95
2 H 2.15 0.18 -0.35
3 C -0.32 -0.25 -0.21
4 H -2.03 -1.01 1.16
5 C 1.33 -0.48 -0.74
6 C 0.01 1.13 -0.30
7 N 0.55 2.08 0.11
8 C -1.21 -0.27 1.11
9 H -0.83 -0.82 -1.00
10 O 1.47 -1.15 -1.71

---

(9)
Here is a 2-piece molecular cluster, C4H3NO2 overall in a non-equilibrium geometry from the OMol25 dataset. Energies are from ωB97M-V/def2-TZVPD.

Output
total energy	-359.3491	Eh
highest occupied orbital energy	-9.166	eV
energy above the lowest of the compared OMol25 structures with the same formula, charge and spin	318.42	kJ/mol
gap between HOMO and LUMO	8.11	eV

Geometry (Å):
1 O 2.66 0.45 1.67
2 C 0.26 0.66 1.21
3 H -1.84 0.77 0.96
4 C -0.84 0.73 0.49
5 C 3.09 -0.69 -0.81
6 O 4.18 -0.31 -0.99
7 C 1.49 0.55 1.49
8 H -0.79 1.08 -0.54
9 H 1.10 -1.01 -0.60
10 N 2.01 -1.05 -0.37

---

(10)
Here is one molecule with the formula C4H3NO2 from the OMol25 dataset. Energies are from ωB97M-V/def2-TZVPD.

Output
total energy	-359.3229	Eh
highest occupied orbital energy	-9.692	eV
energy above the lowest of the compared OMol25 structures with the same formula, charge and spin	387.07	kJ/mol
gap between HOMO and LUMO	10.03	eV

Geometry (Å):
1 H -2.49 0.03 0.71
2 N -0.73 1.07 0.47
3 C 1.28 -0.02 -0.34
4 H 2.24 -0.02 -0.85
5 C -0.14 -1.82 0.39
6 O -1.12 -1.08 -0.34
7 O 1.02 -1.27 0.23
8 C -1.48 0.05 0.33
9 H 0.89 2.02 -0.46
10 C 0.52 1.05 -0.14

---

(11)
Here is C4H3NO3 as an isolated structure in a non-equilibrium geometry from the OMol25 dataset. Energies are from ωB97M-V/def2-TZVPD.

Output
total energy	-434.4547	Eh
highest occupied orbital energy	-10.906	eV
energy above the lowest of the compared OMol25 structures with the same formula, charge and spin	715.75	kJ/mol
gap between HOMO and LUMO	8.72	eV

Geometry (Å):
1 O 1.17 0.32 0.93
2 C 0.64 -0.75 -1.53
3 H 1.64 0.74 0.16
4 C -0.26 0.62 0.65
5 C -1.17 0.20 1.74
6 H -0.23 1.57 0.22
7 H 1.00 -2.06 -1.95
8 O 0.94 0.66 -2.08
9 O -1.55 -1.20 -0.49
10 C -0.56 -0.41 -0.49
11 N -1.61 0.31 2.83

---

(12)
Here is one molecule with the formula C4H3NO3 in a non-equilibrium geometry from the OMol25 dataset. Energies are from ωB97M-V/def2-TZVPD.

Output
total energy	-434.6375	Eh
highest occupied orbital energy	-9.309	eV
energy above the lowest of the compared OMol25 structures with the same formula, charge and spin	235.84	kJ/mol
gap between HOMO and LUMO	8.67	eV

Geometry (Å):
1 H 0.45 -1.55 1.76
2 C 0.15 -0.88 0.92
3 O -0.89 -1.14 0.09
4 C -0.96 -0.10 -0.85
5 C 0.05 0.96 -0.46
6 N -1.73 -0.17 -1.81
7 O 1.85 1.02 1.08
8 C 0.73 0.31 0.69
9 H -2.37 -0.92 -1.94
10 O 0.25 2.01 -0.98
11 H 2.47 0.46 1.50